1.
C5H9NO in the gas phase in a non-equilibrium geometry. Source: OMol25; level of theory: wB97M-V/def2-TZVPD.

## Properties
- HOMO energy (Ha) = -0.3348
- orbital gap (eV) = 10.128
- LUMO energy (eV) = 1.017
- energy relative to the best compared isomer or geometry (same formula, charge and spin) (kJ/mol) = 312.19
- spin multiplicity = 1
- F_max (eV/Å) = 1.02
- SMILES = O[C@H]1C[C@]2(CN2)C1

Structure (XYZ):
```
16
Properties=species:S:1:pos:R:3:forces:R:3:lowdin_charge:R:1
O -2.327 -1.026 0.931 0.08 0.17 0.19 -0.038
C -1.351 -0.809 -0.068 0.20 -0.03 -0.30 -0.363
C 0.125 -1.140 0.303 0.10 0.02 0.16 -0.034
C 0.538 0.317 -0.112 -0.37 0.00 -0.17 -0.409
C 1.824 0.706 -0.784 0.10 -0.04 -0.31 -0.116
N 1.336 1.409 0.369 -0.20 0.32 0.11 0.026
C -0.936 0.644 -0.388 -0.24 0.15 -0.01 -0.057
H -2.033 -0.637 1.767 -0.01 -0.04 -0.29 0.091
H -1.742 -1.340 -0.945 0.30 0.01 0.24 0.143
H 0.554 -1.925 -0.337 0.07 0.32 0.20 0.109
H 0.243 -1.454 1.346 0.05 0.19 -0.08 0.110
H 1.857 1.251 -1.731 -0.20 0.02 0.26 0.098
H 2.662 0.002 -0.699 -0.32 0.07 0.20 0.104
H 1.779 1.607 1.258 0.26 -0.97 -0.20 0.104
H -1.264 1.304 0.421 -0.05 0.02 -0.08 0.116
H -1.265 1.093 -1.332 0.23 -0.22 0.09 0.114
```
Forces are in eV/Å.



2.
A molecular structure, C2H3BrF3N2 in a non-equilibrium geometry. Source: OMol25; level of theory: wB97M-V/def2-TZVPD.

## Properties
- HOMO energy (spin up / spin down) (Ha) = -0.5434 / -0.5229
- charge = +1
- orbital gap (spin up / spin down) (eV) = 7.610 / 7.478
- LUMO energy (spin up / spin down) (eV) = -7.178 / -6.750
- energy relative to the best compared isomer or geometry (same formula, charge and spin) (kJ/mol) = 556.05
- spin multiplicity = 1
- F_max (eV/Å) = 5.52

Structure (XYZ):
```
11
Properties=species:S:1:pos:R:3:forces:R:3:lowdin_charge:R:1
C -0.093 -0.559 -0.391 1.33 2.70 1.28 -0.143
C -0.890 0.680 0.022 -3.03 2.95 2.27 -0.535
N -0.725 -1.576 -0.695 -0.81 -4.33 -1.43 0.204
N 2.556 1.003 1.047 0.74 4.80 2.64 -0.460
F -0.528 1.479 1.075 1.75 -1.62 -0.87 0.109
F -2.188 0.396 0.485 1.28 -0.82 -1.91 0.094
F -0.930 1.545 -1.007 -0.06 -1.49 0.04 0.166
Br 2.103 -0.499 0.721 -0.84 -4.05 -2.06 1.160
H -1.702 -1.749 -0.491 -0.79 0.71 -0.05 0.158
H -0.342 -2.471 -1.151 0.10 1.84 1.01 0.206
H 2.740 1.751 0.383 0.32 -0.69 -0.92 0.039
```
Forces are in eV/Å.



3.
CH3OPS in the gas phase in a non-equilibrium geometry. Source: OMol25; level of theory: wB97M-V/def2-TZVPD.

## Properties
- HOMO energy (spin up / spin down) (Ha) = -0.3328 / -0.2886
- orbital gap (spin up / spin down) (eV) = 8.215 / 5.648
- LUMO energy (spin up / spin down) (eV) = -0.840 / -2.204
- energy relative to the best compared isomer or geometry (same formula, charge and spin) (kJ/mol) = 393.83
- spin multiplicity = 1
- F_max (eV/Å) = 4.02

Structure (XYZ):
```
7
Properties=species:S:1:pos:R:3:forces:R:3:lowdin_charge:R:1
C 1.290 -0.461 -0.055 -0.56 1.65 -0.28 -0.215
O -1.373 -0.097 -0.233 -3.30 -1.52 0.16 -1.005
P -0.056 0.703 -0.115 2.62 -1.07 -2.85 0.744
S -3.015 -0.092 0.224 1.70 0.25 -0.17 0.565
H 1.071 -1.498 -0.262 0.02 -0.09 -0.04 -0.008
H 2.196 -0.014 -0.510 -0.39 -0.54 0.56 -0.006
H -0.113 1.459 0.951 -0.09 1.32 2.62 -0.075
```
Forces are in eV/Å.



4.
C8H12INO2 in the gas phase in a non-equilibrium geometry. Source: OMol25; level of theory: wB97M-V/def2-TZVPD.

## Properties
- HOMO energy (Ha) = -0.3395
- orbital gap (eV) = 9.574
- LUMO energy (eV) = 0.334
- energy relative to the best compared isomer or geometry (same formula, charge and spin) (kJ/mol) = 361.80
- spin multiplicity = 1
- F_max (eV/Å) = 4.27
- SMILES = O=[N+]([O-])/C1=C(\I)CCCCCC1

Structure (XYZ):
```
24
Properties=species:S:1:pos:R:3:forces:R:3:lowdin_charge:R:1
O 3.224 2.689 -1.055 -0.68 -0.34 -0.55 0.079
N 2.793 2.295 -0.001 0.91 0.14 0.89 -0.412
O 3.224 2.668 1.083 -0.30 0.16 -0.28 0.068
C 1.714 1.268 0.191 2.46 0.37 -0.05 -0.277
C 2.114 0.056 0.470 0.48 -1.26 -0.66 -0.627
I 4.054 -0.581 -0.142 -0.55 0.01 0.34 0.927
C 1.231 -0.968 1.156 0.78 1.31 0.37 -0.204
C 0.501 -1.867 0.144 -0.61 0.38 2.27 -0.221
C -0.281 -1.091 -0.860 -0.60 -0.73 -2.76 -0.252
C -1.233 -0.028 -0.393 -2.36 2.01 -0.37 -0.215
C -0.635 1.436 -0.629 -0.94 0.01 -0.36 -0.149
C 0.440 1.863 0.442 -1.80 -0.70 -3.81 -0.137
H 2.041 -1.421 1.853 -2.20 0.07 -0.64 0.128
H 0.445 -0.296 1.655 1.19 -1.44 0.05 0.122
H 1.177 -2.484 -0.311 2.16 -1.32 -1.62 0.068
H -0.084 -2.637 0.665 -0.47 0.61 0.22 0.123
H 0.369 -0.624 -1.678 -0.47 -0.61 1.29 0.137
H -0.900 -1.810 -1.473 0.71 0.33 0.71 0.124
H -1.659 -0.145 0.683 1.00 0.16 -1.64 0.138
H -2.216 -0.065 -1.066 2.04 0.06 1.36 0.136
H -1.507 2.150 -0.578 0.93 -0.54 0.10 0.109
H -0.224 1.552 -1.714 -0.56 -0.42 1.93 0.143
H 0.097 1.631 1.361 -1.26 -0.78 3.22 0.087
H 0.539 2.884 0.386 0.14 2.53 -0.01 0.103
```
Forces are in eV/Å.



5.
A molecular structure, C20H18BrN5PdSe in a non-equilibrium geometry. Source: OMol25; level of theory: wB97M-V/def2-TZVPD.

## Properties
- HOMO energy (Ha) = 0.0146
- charge = -2
- orbital gap (eV) = 4.171
- LUMO energy (eV) = 4.568
- spin multiplicity = 1
- F_max (eV/Å) = 1.04

Structure (XYZ):
```
46
Properties=species:S:1:pos:R:3:forces:R:3:lowdin_charge:R:1
Pd -2.039 0.641 -1.054 -0.44 -0.87 0.37 0.409
C 4.176 -1.126 -3.580 0.07 -0.01 -0.07 -0.083
C 3.053 -0.922 -2.601 -0.10 -0.05 0.03 -0.304
C 3.259 -0.322 -1.362 0.02 0.03 -0.01 -0.070
C 2.217 -0.072 -0.495 -0.02 -0.07 0.09 -0.032
C 0.885 -0.427 -0.793 0.12 0.01 -0.06 -0.290
N -0.171 -0.122 -0.005 -0.34 0.33 -0.34 0.005
C -0.079 -0.057 1.335 0.05 -0.02 0.19 -0.247
C 0.655 -0.994 2.107 0.04 0.03 -0.12 -0.033
C 0.684 -0.972 3.484 -0.01 -0.01 0.04 -0.081
C -0.035 -0.026 4.215 0.00 -0.02 -0.11 -0.314
C -0.069 -0.043 5.717 0.01 0.01 0.10 -0.086
C -0.766 0.900 3.483 -0.01 -0.05 0.04 -0.009
C -0.776 0.916 2.095 -0.03 -0.06 -0.01 -0.114
N -1.450 2.010 1.479 -0.03 0.08 -0.07 -0.063
C -1.417 3.281 1.932 0.02 0.04 0.03 -0.089
C -2.310 4.020 1.197 -0.01 -0.03 0.05 -0.065
C -2.860 3.109 0.286 -0.09 -0.20 -0.01 -0.201
N -2.344 1.902 0.466 0.25 0.53 0.13 -0.109
C 0.695 -1.051 -2.044 0.07 0.03 -0.02 -0.151
C 1.747 -1.267 -2.921 0.07 0.03 0.02 -0.004
N -0.583 -1.541 -2.442 -0.07 0.03 -0.04 -0.067
C -0.786 -2.753 -2.997 0.05 0.01 -0.05 -0.095
C -2.091 -2.812 -3.421 0.02 0.00 -0.03 -0.072
C -2.636 -1.569 -3.068 0.02 0.18 -0.01 -0.198
N -1.724 -0.807 -2.483 0.01 -0.40 0.08 -0.057
H 5.141 -1.151 -3.070 0.00 0.01 0.01 0.061
H 4.220 -0.323 -4.321 -0.01 0.02 0.00 0.072
H 4.068 -2.066 -4.127 -0.02 0.00 0.00 0.063
H 4.260 -0.005 -1.083 0.02 -0.01 0.00 0.098
H 2.402 0.442 0.440 0.01 -0.01 0.00 0.110
H 1.204 -1.754 1.564 0.02 0.01 0.02 0.108
H 1.264 -1.725 4.010 0.01 0.00 0.02 0.096
H 0.819 -0.535 6.122 0.00 0.00 0.00 0.062
H -0.941 -0.578 6.107 -0.01 -0.01 -0.01 0.069
H -0.102 0.968 6.130 0.00 0.01 -0.01 0.065
H -1.355 1.648 4.004 -0.01 0.00 0.01 0.112
H -0.747 3.554 2.728 0.00 0.01 0.02 0.113
H -2.510 5.073 1.279 0.01 0.03 -0.01 0.081
H -3.587 3.215 -0.502 0.02 0.05 -0.02 0.034
H 1.523 -1.707 -3.886 0.01 0.01 -0.02 0.115
H 0.020 -3.465 -3.038 0.01 -0.02 -0.02 0.112
H -2.590 -3.642 -3.891 -0.01 -0.01 -0.01 0.076
H -3.636 -1.164 -3.137 -0.03 -0.04 0.03 -0.022
Se -4.457 0.680 -1.475 0.00 0.12 -0.10 -0.411
Br -0.230 2.641 -2.383 0.34 0.28 -0.14 -0.595
```
Forces are in eV/Å.